(1)
Density functional theory data (the ωB97M-V functional and the def2-TZVPD basis) for a cluster of 3 separate species, C20H42N5O8PS in total.

Geometry (Å):
O1 5.8579 -1.4875 -0.2329
C1 5.1363 -0.4645 -0.6983
N1 5.8473 0.4386 -1.6927
C2 4.7011 0.9351 -2.5970
C3 3.3660 1.0691 -1.6087
C4 3.5834 0.0086 -0.3868
C5 2.6034 -1.2689 -0.1637
C6 1.5982 -1.6577 -1.3823
S1 -0.1369 -1.9066 -0.6213
C7 -0.8483 -0.1436 -0.6252
N2 -0.6189 0.9216 0.4306
N3 -1.2680 2.1064 0.0720
C8 -1.9246 1.7609 -1.2538
O2 -1.7044 0.3766 -1.7325
P1 3.7086 1.1824 1.1386
O3 2.9246 0.5181 2.5445
O4 5.3557 1.6560 1.4504
H1 6.1880 1.3198 -1.2096
H2 4.9415 1.9588 -3.1413
H3 4.5052 0.0966 -3.3963
H4 3.5393 2.1234 -1.0839
H5 2.3431 1.1369 -2.1733
H6 3.3068 -2.2173 0.0129
H7 1.9504 -1.1938 0.8322
H8 1.5132 -0.8927 -2.2584
H9 1.9409 -2.6947 -1.8234
H10 -2.5285 2.6068 -1.8125
H11 1.9978 0.9380 2.5407
H12 5.4912 2.4961 0.9193
C9 0.7091 -3.3854 8.3000
O5 0.6930 -2.3227 7.3560
C10 1.7332 -1.3612 7.5770
C11 2.7542 -1.4096 6.4293
N4 3.5464 -2.6438 6.4776
C12 4.3598 -2.8643 5.2767
C13 3.6081 -3.0997 3.9510
O6 2.8686 -4.3221 3.9152
C14 1.5562 -4.2320 4.4534
H13 -0.1827 -3.9967 8.1381
H14 1.5890 -4.0165 8.1562
H15 0.6849 -3.0006 9.3230
H16 2.2167 -1.4890 8.5520
H17 1.2542 -0.3756 7.5743
H18 3.4243 -0.5471 6.5065
H19 2.2019 -1.3346 5.4880
H20 2.9180 -3.4360 6.5862
H21 4.9725 -3.7506 5.4771
H22 5.0543 -2.0243 5.1551
H23 4.3661 -3.1907 3.1644
H24 2.9804 -2.2495 3.6631
H25 1.1102 -3.2439 4.3074
H26 1.5674 -4.4939 5.5105
H27 0.9289 -4.9694 3.9438
C15 -4.5963 0.5494 -3.2368
O7 -4.0266 1.7748 -3.6778
C16 -3.3737 1.6635 -4.9493
C17 -4.1403 2.4661 -6.0123
N5 -5.4205 1.8267 -6.3368
C18 -6.3036 2.6666 -7.1536
C19 -6.8276 3.9678 -6.5133
O8 -7.7184 3.7540 -5.4164
C20 -7.0754 3.5881 -4.1597
H28 -4.9578 0.6916 -2.2148
H29 -5.4447 0.2695 -3.8654
H30 -3.8506 -0.2501 -3.2329
H31 -3.2345 0.6204 -5.2549
H32 -2.3786 2.1067 -4.8302
H33 -3.5314 2.5361 -6.9196
H34 -4.2943 3.4760 -5.6210
H35 -5.9061 1.6013 -5.4721
H36 -7.1699 2.0461 -7.4100
H37 -5.7989 2.9052 -8.0976
H38 -7.4196 4.4853 -7.2770
H39 -6.0234 4.6594 -6.2402
H40 -6.1430 4.1557 -4.0877
H41 -6.8949 2.5310 -3.9694
H42 -7.7551 3.9458 -3.3806

Output
**SMILES**: O=C1NCC[C@]1(CCSc1nnco1)P(O)O.COCCNCCOC.COCCNCCOC
**HOMO energy**: -8.43 eV
**Maximum force**: 0.16033 Eh/bohr
**Spin multiplicity**: 1

Atomic partial charges in e from the Löwdin method, atoms 1 to 5: O -0.02; C -0.29; N -0.01; C -0.19; C -0.18

=====

(2)
Density functional theory data (the ωB97M-V functional and the def2-TZVPD basis) for a structure of composition C13H16AsF6NO6PdS3.

Geometry (Å):
Pd1 9.6302 9.0985 10.2336
F1 10.1370 5.6315 14.3081
C1 10.8133 6.6425 13.7457
F2 11.7658 6.3194 12.7408
F3 11.4069 7.3476 14.7115
S1 9.6798 7.9088 12.9591
O1 8.3828 7.8550 13.6162
O2 10.5195 9.1034 12.9769
N1 9.5826 7.4016 11.4193
S2 8.2229 6.7465 10.6543
O3 7.0585 7.6445 10.9348
O4 8.5581 6.5341 9.2800
C2 8.0108 5.0991 11.5228
F4 9.1817 4.3974 11.5487
F5 7.1341 4.6098 10.7026
F6 7.4330 5.2409 12.7247
C3 6.9246 8.1861 6.1229
C4 7.7204 9.0238 7.1288
O5 8.9463 8.9378 7.1356
C5 6.9358 9.8348 8.0661
C6 5.5346 9.9248 8.1145
C7 4.8989 10.8370 8.9464
C8 5.5755 11.8979 9.5769
C9 6.9598 11.9736 9.4039
C10 7.6833 10.8638 8.9120
O6 8.9046 10.7899 9.2666
H1 7.5324 7.3540 5.8389
H2 6.7112 8.8505 5.2820
H3 5.9031 7.8913 6.4258
H4 4.9570 9.2819 7.3933
H5 3.7506 10.7953 8.9632
H6 4.9481 12.6244 9.9906
H7 7.6055 12.7878 9.7009
C11 12.1777 7.6925 8.1646
As1 13.2027 8.8435 9.3539
C12 14.4654 9.9415 8.4117
C13 13.6729 7.7028 10.8438
S3 11.6093 10.2071 10.0181
H8 11.3937 8.3721 7.6683
H9 11.7171 6.9698 8.8492
H10 12.8726 7.1826 7.4809
H11 13.9470 10.6607 7.7469
H12 15.0552 9.2862 7.7643
H13 15.1984 10.4469 9.0509
H14 13.9442 8.2723 11.7628
H15 14.6007 7.2100 10.4963
H16 12.9174 6.9442 11.0688

Output
**Energy relative to the best compared isomer or geometry (same formula, charge and spin)**: 0.0 kJ/mol
**HOMO energy (spin up / spin down)**: -15.35 / -15.67 eV
**Maximum force**: 0.08095 Eh/bohr
**Spin multiplicity**: 5
**Total charge**: +2

Atomic partial charges in e from the natural (NBO) method, atoms 1 to 5: Pd 1.16; F -0.26; C 0.76; F -0.34; F -0.28

=====

(3)
Density functional theory data (the ωB97M-V functional and the def2-TZVPD basis) for a cluster of 2 separate species, C5H13NO in total.

Geometry (Å):
C1 -1.0212 -0.0909 -1.5482
N1 -0.5721 -1.0189 -0.4803
C2 0.7211 -1.6203 -0.6865
C3 -0.8212 -0.3626 0.8029
C4 -0.6592 1.1107 0.4978
C5 -1.4719 1.2010 -0.8140
H1 -1.7926 -0.5886 -2.1357
H2 -0.1371 0.1713 -2.1314
H3 1.3265 -1.0993 -1.4389
H4 0.6372 -2.6361 -1.1285
H5 1.2654 -1.7425 0.2470
H6 -0.1523 -0.7124 1.5962
H7 -1.8300 -0.6125 1.1467
H8 0.3927 1.2539 0.2359
H9 -0.9971 1.8349 1.2355
H10 -2.5540 1.2178 -0.6837
H11 -1.1816 2.0676 -1.4142
H12 3.2342 1.2376 2.0710
H13 2.3380 0.0758 2.2689
O1 3.2751 0.3137 2.3597

Output
**Energy relative to the best compared isomer or geometry (same formula, charge and spin)**: 111.6 kJ/mol
**HOMO energy (spin up / spin down)**: 1.07 / -4.82 eV
**Maximum force**: 0.02480 Eh/bohr
**Spin multiplicity**: 2
**Total charge**: -1

Atomic partial charges in e from the natural (NBO) method, atoms 1 to 5: C -0.23; N -0.47; C -0.46; C -0.31; C -0.67

=====

(4)
Density functional theory data (the ωB97M-V functional and the def2-TZVPD basis) for a cluster of 6 separate species, C27H72N6O9P in total.

Geometry (Å):
O1 3.1777 -1.2295 -1.4878
P1 4.5364 -1.1763 -2.0320
O2 5.4660 -2.4152 -1.6936
O3 4.6603 -1.0688 -3.6113
C1 5.5061 0.2290 -1.4049
N1 4.9217 1.6023 -1.5958
C2 4.4766 2.0551 -2.9660
C3 2.9590 1.8311 -2.9949
C4 2.4946 1.8011 -1.5210
C5 1.3748 2.7717 -1.1256
C6 0.1003 2.5429 -1.9333
O4 -0.6140 1.3818 -1.5338
C7 3.7690 2.0257 -0.7071
H1 5.2246 -2.8352 -0.8545
H2 3.8083 -1.2680 -4.0311
H3 6.4934 0.2243 -1.8695
H4 5.6105 0.0987 -0.3195
H5 5.6907 2.2135 -1.3243
H6 4.7281 3.1164 -2.9941
H7 5.0284 1.5652 -3.7646
H8 2.4919 2.5822 -3.6292
H9 2.7774 0.8424 -3.4107
H10 2.1343 0.8017 -1.2840
H11 1.1385 2.5889 -0.0707
H12 1.6960 3.8140 -1.2208
H13 0.3429 2.3909 -2.9872
H14 -0.5506 3.4213 -1.8815
H15 -0.5663 1.2727 -0.5769
H16 3.8194 1.5458 0.2684
H17 3.9220 3.1018 -0.5839
C8 -3.1205 1.2400 -6.0903
C9 -2.2964 2.3720 -6.6995
C10 -0.8469 1.9815 -7.0068
O5 -0.0019 1.8887 -5.8655
C11 -0.0918 0.6681 -5.1677
N2 -2.3984 3.5509 -5.8383
H18 -2.8747 1.0861 -5.0414
H19 -4.1781 1.4976 -6.1358
H20 -2.9712 0.3044 -6.6328
H21 -2.7467 2.6355 -7.6622
H22 -0.3985 2.7545 -7.6344
H23 -0.8143 1.0379 -7.5670
H24 -0.2506 -0.1754 -5.8487
H25 -0.8908 0.6808 -4.4219
H26 0.8544 0.5177 -4.6451
H27 -1.9562 4.3480 -6.2850
H28 -1.8614 3.3819 -4.9930
C12 -4.2461 -1.3904 -4.5817
C13 -2.9884 -1.2433 -3.7373
C14 -2.5311 -2.5303 -3.0376
O6 -3.2815 -2.8715 -1.8923
C15 -4.4881 -3.5659 -2.1399
N3 -3.1724 -0.1221 -2.8149
H29 -5.1465 -1.4392 -3.9676
H30 -4.3520 -0.5302 -5.2366
H31 -4.2037 -2.2913 -5.1990
H32 -2.1775 -0.9752 -4.4203
H33 -1.5086 -2.3793 -2.6771
H34 -2.5126 -3.3701 -3.7463
H35 -4.3872 -4.2704 -2.9717
H36 -5.3088 -2.8730 -2.3402
H37 -4.7266 -4.1286 -1.2376
H38 -2.2998 0.0770 -2.3322
H39 -3.8251 -0.4172 -2.0921
C16 -8.0427 -2.2628 -0.3757
C17 -6.8280 -2.0173 0.5118
C18 -7.1350 -2.0687 2.0128
O7 -7.7935 -0.9246 2.5176
C19 -9.2013 -0.9170 2.3783
N4 -6.1841 -0.7653 0.1046
H40 -8.6970 -1.3911 -0.4079
H41 -7.7241 -2.4657 -1.3984
H42 -8.6252 -3.1163 -0.0245
H43 -6.1095 -2.8211 0.3194
H44 -6.1860 -2.1191 2.5534
H45 -7.7031 -2.9750 2.2613
H46 -9.6163 -1.9230 2.4963
H47 -9.5171 -0.5141 1.4129
H48 -9.6017 -0.2786 3.1645
H49 -5.3120 -0.6548 0.6130
H50 -6.7664 0.0069 0.4174
C20 5.0707 0.8406 3.5915
C21 4.6067 -0.3502 2.7655
C22 4.2303 -1.5703 3.6128
O8 5.3383 -2.2729 4.1294
C23 5.8651 -1.7740 5.3506
N5 5.6304 -0.6785 1.7572
H51 6.0820 0.7019 3.9731
H52 5.0758 1.7542 2.9934
H53 4.4069 0.9931 4.4433
H54 3.6965 -0.0570 2.2282
H55 3.6995 -2.2827 2.9741
H56 3.5480 -1.2749 4.4197
H57 5.0727 -1.3642 5.9829
H58 6.6195 -1.0016 5.1852
H59 6.3373 -2.6104 5.8628
H60 5.2641 -1.4337 1.1806
H61 6.4140 -1.1065 2.2462
C24 0.8091 0.8393 8.7418
C25 1.6307 -0.3505 8.2589
C26 3.1016 -0.0203 7.9815
O9 3.3316 0.6921 6.7743
C27 3.1567 2.0949 6.8610
N6 0.9597 -0.9580 7.1083
H62 0.5687 1.5186 7.9230
H63 -0.1341 0.4928 9.1611
H64 1.3391 1.4030 9.5115
H65 1.6354 -1.0963 9.0601
H66 3.6463 -0.9619 7.8707
H67 3.5495 0.5202 8.8245
H68 3.4640 2.4745 7.8391
H69 2.1215 2.3885 6.6731
H70 3.7856 2.5527 6.0967
H71 1.4210 -1.8263 6.8552
H72 1.0806 -0.3454 6.3068

Output
**HOMO energy**: -10.41 eV
**Maximum force**: 0.01314 Eh/bohr
**Spin multiplicity**: 1
**Total charge**: +1

Atomic partial charges in e from the Löwdin method, atoms 1 to 5: O -0.24; P 0.41; O -0.08; O -0.10; C -0.12

=====

(5)
Density functional theory data (the ωB97M-V functional and the def2-TZVPD basis) for a structure of composition C31H33BiClN2O2Si2.

Geometry (Å):
C1 2.5972 1.4399 4.5554
C2 2.3103 0.0469 4.7061
C3 2.5175 -0.5927 3.4624
H1 2.0686 -0.4470 5.6472
C4 2.9219 0.3654 2.5126
C5 2.9885 1.6492 3.1602
H2 3.5358 2.5172 2.7919
H3 2.7333 2.1702 5.3529
H4 2.4612 -1.6671 3.2780
H5 3.2491 0.1750 1.4915
Bi1 0.4998 1.9309 3.1749
Si1 -1.0271 -2.0845 -2.2535
C6 -2.8616 -2.1941 -2.5343
C7 -3.5321 -1.3183 -3.4052
H6 -2.9750 -0.5475 -3.9458
C8 -4.9181 -1.4267 -3.5702
H7 -5.4373 -0.7413 -4.2445
C9 -5.6346 -2.4109 -2.8789
H8 -6.7143 -2.5040 -3.0196
C10 -4.9648 -3.2744 -2.0027
H9 -5.5195 -4.0392 -1.4559
C11 -3.5840 -3.1606 -1.8213
H10 -3.0556 -3.8144 -1.1244
C12 -0.2166 -1.9431 -3.9475
C13 -0.4024 -3.0201 -4.8295
H11 -1.0018 -3.8792 -4.5185
C14 0.1765 -2.9927 -6.1037
H12 0.0209 -3.8290 -6.7853
C15 0.9510 -1.8992 -6.5100
H13 1.4100 -1.8826 -7.5001
C16 1.1282 -0.8202 -5.6399
H14 1.7262 0.0414 -5.9431
C17 0.5357 -0.8357 -4.3743
H15 0.6709 0.0352 -3.7226
H16 -0.5453 -3.2966 -1.5509
Si2 -0.4537 0.0732 -1.3686
C18 1.3876 -0.3485 -1.1313
C19 1.8311 -1.6059 -0.6922
H17 1.1231 -2.3686 -0.3542
C20 3.1904 -1.9422 -0.7287
H18 3.4994 -2.9518 -0.4491
C21 4.1351 -1.0024 -1.1415
H19 5.1941 -1.2680 -1.1851
C22 3.7096 0.2794 -1.5078
H20 4.4410 1.0253 -1.8216
C23 2.3514 0.6048 -1.4976
H21 2.0318 1.6076 -1.7818
C24 -1.3570 -0.5038 0.2249
C25 -0.7292 -1.1861 1.2840
H22 0.3611 -1.2092 1.3582
C26 -1.4853 -1.8794 2.2327
H23 -0.9775 -2.4578 3.0072
C27 -2.8807 -1.8491 2.1783
H24 -3.4747 -2.4434 2.8758
C28 -3.5082 -1.0434 1.2234
H25 -4.5968 -0.9848 1.1946
C29 -2.7521 -0.3364 0.2881
H26 -3.2471 0.2989 -0.4498
H27 -0.6561 1.4966 -1.7132
Cl1 0.3183 2.1342 0.6342
C30 0.0893 5.8112 6.4252
O1 0.7846 6.0677 5.1698
C31 0.9303 4.9878 4.4144
O2 0.5498 3.8392 4.7599
N1 1.5452 5.2407 3.2431
N2 1.5567 4.1663 2.3001
H28 0.6578 5.1014 7.0358
H29 -0.9178 5.4238 6.2329
H30 0.0436 6.7876 6.9022
H31 1.6651 6.2105 2.9528
H32 1.0088 4.4195 1.4679
H33 2.5185 4.0547 1.9659

Output
**Energy relative to the best compared isomer or geometry (same formula, charge and spin)**: 0.0 kJ/mol
**HOMO energy**: -9.86 eV
**Maximum force**: 0.05682 Eh/bohr
**Spin multiplicity**: 1
**Total charge**: +1

Atomic partial charges in e from the Löwdin method, atoms 1 to 5: C -0.30; C -0.15; C -0.12; H 0.11; C -0.15